1.
C3H12N2OS | ωB97M-V/def2-TZVPD

Each line ends with the Mulliken charge.
Atoms and positions in Å:
N1 -1.377 1.043 2.235  -0.5722
C1 -0.140 0.990 1.616  -0.3155
N2 0.011 -0.353 0.890  -0.4193
C2 -0.767 -0.555 -0.364  -0.6621
C3 -0.218 0.257 -1.523  -0.3674
S1 -1.449 1.229 -2.385  -0.2267
H1 -1.971 1.748 1.840  0.2273
H2 -1.317 1.316 3.290  0.2384
H3 -0.195 1.782 0.765  0.2169
H4 0.650 1.174 2.391  0.3362
H5 1.037 -0.513 0.937  0.2357
H6 -0.920 -1.596 -0.632  0.3096
H7 -1.737 -0.108 -0.203  0.3637
H8 0.537 1.049 -1.053  0.2154
H9 0.444 -0.411 -2.136  0.3115
H10 -2.426 0.325 -2.439  0.1137
O1 3.667 -2.534 -0.841  -0.6404
H11 3.259 -1.745 -1.338  0.3184
H12 2.912 -3.098 -1.050  0.3168

## Properties
- E: -704.3654 hartree
- HOMO level: -0.3135 Ha
- Energy relative to the best compared isomer or geometry (same formula, charge and spin): 1.982 eV

=====

2.
C25H42N3O5 | ωB97M-V/def2-TZVPD

Each line ends with the Mulliken charge.
Atoms and positions in Å:
C1 -0.372 1.848 -0.788  0.5032
C2 -0.283 3.089 0.184  -0.4691
C3 0.298 2.757 1.608  0.2013
O1 0.448 3.664 2.385  -0.5776
O2 0.604 1.428 1.852  0.0112
C4 1.693 1.269 2.773  -0.8471
C5 2.517 -0.038 2.331  -0.6457
N1 2.170 -0.511 0.955  1.1944
C6 3.286 -0.409 -0.019  -1.2225
C7 3.065 0.728 -1.100  0.4239
C8 2.710 0.290 -2.461  -0.1241
C9 2.513 1.240 -3.557  -0.7083
C10 2.638 2.661 -3.250  -0.4815
C11 2.991 3.157 -1.912  -0.6832
C12 3.222 2.157 -0.844  1.2411
C13 3.643 2.721 0.549  -1.5403
C14 1.756 -1.883 1.133  -1.2031
N2 2.637 -2.929 1.155  -0.2547
N3 0.411 -2.080 1.342  0.1490
C15 -0.091 -3.414 0.895  -0.9687
C16 -0.342 -3.538 -0.656  -0.5175
C17 0.810 -4.276 -1.454  -0.7410
C18 1.377 -3.382 -2.614  0.4810
O3 0.694 -2.690 -3.320  -0.5433
O4 2.753 -3.468 -2.817  -0.4991
O5 -0.354 -1.070 0.853  0.2665
C19 -1.531 -0.825 1.685  -1.0398
C20 -2.803 -0.781 0.713  0.7184
C21 -3.832 -1.834 1.326  -1.5212
C22 -3.495 0.645 0.886  -0.6756
C23 -4.486 1.016 -0.295  0.4079
C24 -4.063 2.410 -0.955  -1.1259
C25 -5.978 1.227 0.225  -1.3751
H1 -1.391 1.379 -0.846  -0.4081
H2 -0.150 2.205 -1.837  0.4620
H3 0.361 1.032 -0.577  -0.5746
H4 -1.339 3.463 0.324  0.2440
H5 0.300 3.902 -0.326  0.4104
H6 2.340 2.169 2.893  0.4059
H7 1.251 1.064 3.792  0.4511
H8 2.177 -0.841 3.054  0.3584
H9 3.611 0.097 2.522  0.5593
H10 4.281 -0.172 0.462  0.3965
H11 3.464 -1.341 -0.620  0.5489
H12 2.623 -0.808 -2.660  -0.1645
H13 2.276 0.835 -4.570  0.4038
H14 2.483 3.383 -4.084  0.3352
H15 3.084 4.252 -1.715  0.4220
H16 2.859 3.356 1.042  0.1840
H17 4.512 3.417 0.363  0.5873
H18 3.977 1.866 1.184  0.2434
H19 2.859 -3.472 1.983  0.2524
H20 3.033 -3.226 0.261  0.1775
H21 -1.096 -3.549 1.390  0.4669
H22 0.525 -4.284 1.222  0.5393
H23 -0.568 -2.574 -1.176  0.2320
H24 -1.267 -4.173 -0.774  0.5214
H25 1.614 -4.671 -0.784  0.3429
H26 0.353 -5.163 -1.980  0.3995
H27 2.923 -2.943 -3.625  0.4157
H28 -1.463 0.159 2.217  0.2998
H29 -1.606 -1.663 2.424  0.5253
H30 -2.527 -1.004 -0.350  0.4732
H31 -4.882 -1.680 0.980  0.3127
H32 -3.473 -2.891 1.153  0.3175
H33 -3.788 -1.678 2.444  0.3959
H34 -2.727 1.470 0.947  -0.1492
H35 -4.036 0.598 1.873  0.6008
H36 -4.428 0.193 -1.056  0.2680
H37 -3.568 3.051 -0.180  0.1925
H38 -4.936 2.925 -1.439  0.4234
H39 -3.306 2.231 -1.775  0.2580
H40 -5.993 2.147 0.878  0.3349
H41 -6.641 1.427 -0.659  0.3937
H42 -6.328 0.335 0.821  0.3073

## Properties
- E: -1517.8553 hartree
- Net charge: +1
- HOMO level: -0.4175 Ha

=====

3.
C5H14N2O | ωB97M-V/def2-TZVPD

Each line ends with the Mulliken charge.
Atoms and positions in Å:
C1 -0.915 -0.049 -0.084  1.1365
C2 0.908 0.493 0.360  0.1349
C3 1.411 -0.361 -0.671  -0.6809
C4 -1.184 -1.541 -0.209  -1.7463
C5 -1.663 0.512 1.120  -1.8503
N1 -1.225 0.676 -1.289  -0.5376
N2 3.104 0.165 -0.734  -0.7547
O1 1.254 0.132 1.637  -0.5086
H1 0.933 0.794 2.258  0.3835
H2 0.889 1.565 0.152  0.3112
H3 -1.745 0.149 -1.980  0.2241
H4 -1.717 1.553 -1.152  0.2223
H5 3.548 0.087 0.178  0.2514
H6 3.163 1.140 -1.025  0.2436
H7 1.104 -0.123 -1.680  0.3450
H8 1.527 -1.404 -0.404  0.2974
H9 -2.746 0.411 0.979  0.4637
H10 -2.262 -1.741 -0.219  0.4518
H11 -0.804 -1.933 -1.152  0.4578
H12 -0.728 -2.082 0.620  0.3623
H13 -1.401 -0.017 2.035  0.3795
H14 -1.450 1.574 1.262  0.4133

## Properties
- E: -383.5653 hartree
- HOMO level: -0.2738 Ha
- Energy relative to the best compared isomer or geometry (same formula, charge and spin): 3.684 eV

=====

4.
C2H3NO3 | ωB97M-V/def2-TZVPD

Each line ends with the Mulliken charge.
Atoms and positions in Å:
O1 -2.378 0.097 -0.248  -0.3346
C1 -2.421 -0.448 -1.238  0.6797
O2 -2.363 -0.958 -2.266  -0.3449
C2 0.946 0.402 0.942  -0.5770
N1 2.163 0.169 0.187  0.0065
O3 2.186 -0.673 -0.699  -0.2850
H1 0.165 -0.312 0.874  0.3178
H2 0.356 1.195 0.511  0.2439
H3 1.347 0.529 1.936  0.2937

## Properties
- E: -358.4136 hartree
- HOMO level: -0.3394 Ha
- Energy relative to the best compared isomer or geometry (same formula, charge and spin): 3.158 eV

=====

5.
C3H5O2P | ωB97M-V/def2-TZVPD

Each line ends with the Mulliken charge.
Atoms and positions in Å:
C1 0.292 0.695 0.734  0.5046
C2 -0.764 0.544 -1.646  -0.9317
C3 -0.191 0.164 -0.357  -0.2250
O1 0.888 0.018 1.696  -0.3726
O2 1.667 -2.154 2.441  -0.4359
P1 0.384 -1.613 2.077  0.2506
H1 0.270 1.822 0.625  0.2678
H2 -1.915 0.467 -1.599  0.2291
H3 -0.407 -0.012 -2.522  0.2911
H4 -0.462 1.595 -1.844  0.3106
H5 0.237 -1.527 0.395  0.1115

## Properties
- E: -609.0070 hartree
- HOMO level (alpha / beta): -0.3321 / -0.3320 Ha
- Energy relative to the best compared isomer or geometry (same formula, charge and spin): 3.851 eV

=====

6.
C3H3Br9 | ωB97M-V/def2-TZVPD

Each line ends with the Mulliken charge.
Atoms and positions in Å:
C1 -25.918 10.502 10.174  -0.4439
Br1 -26.770 12.242 9.981  -0.0604
Br2 -23.923 10.468 10.600  0.0708
Br3 -26.290 9.657 8.433  -0.0660
H1 -26.490 10.002 10.955  0.4254
C2 -20.229 12.674 5.903  -0.2917
Br4 -21.086 12.016 4.208  0.0155
Br5 -20.053 14.661 5.682  -0.0446
Br6 -18.608 11.679 6.381  0.0144
H2 -20.884 12.510 6.759  0.2197
C3 -22.545 9.794 8.533  -0.0500
Br7 -22.714 7.960 7.638  -0.0282
Br8 -21.529 11.076 7.428  0.3379
Br9 -21.775 9.405 10.360  -0.0579
H3 -23.535 10.210 8.720  -0.0412

## Properties
- E: -23282.0273 hartree
- HOMO level: -0.3450 Ha
- Energy relative to the best compared isomer or geometry (same formula, charge and spin): 4.796 eV